[1]
Formula: C12H48N24O12
Source: the Open Molecules 2025 dataset
Level of theory: wB97M-V/def2-TZVPD

Properties
* SMILES: NC(N)=O.NC(N)=O.NC(N)=O.NC(N)=O.NC(N)=O.NC(N)=O.NC(N)=O.NC(N)=O.NC(N)=O.NC(N)=O.NC(N)=O.NC(N)=O
* LUMO level: 0.00 eV
* E: -2703.5536 hartree
* molecular weight: 720.67 g/mol
* HOMO energy: -8.849 eV
* HOMO-LUMO gap: 8.84 eV
* ΔE to the lowest compared entry with this formula, charge and spin: 281.9 kJ/mol

Geometry (Å):
N -2.7136 -5.4703 2.7288
C -2.4737 -4.2545 2.1665
N -3.3965 -3.9139 1.2549
O -1.3801 -3.6901 2.3594
H -3.4800 -6.0439 2.4309
H -1.9776 -5.9094 3.2524
H -4.2227 -4.4800 1.2506
H -3.2550 -3.1018 0.6808
N 2.9927 4.0618 -0.4634
C 3.9673 4.0015 0.4654
N 3.6526 3.2656 1.5789
O 5.1188 4.3958 0.2846
H 2.0191 3.9317 -0.2361
H 3.3659 4.1660 -1.3899
H 4.4271 3.0841 2.1886
H 2.6997 2.9438 1.6857
N -0.7596 -0.7178 -0.6341
C -0.2136 0.4181 -0.1755
N -0.9555 1.5394 -0.4784
O 0.8266 0.5590 0.4605
H -0.1698 -1.5141 -0.3975
H -1.2778 -0.6662 -1.5002
H -1.8827 1.5796 -0.8629
H -0.5105 2.3980 -0.1852
N -1.1094 1.4710 -3.3999
C -1.9821 0.5654 -3.9327
N -1.9321 0.5561 -5.2888
O -2.6750 -0.1709 -3.2330
H -1.0143 1.5051 -2.3915
H -0.6250 2.0993 -4.0126
H -2.2389 -0.2895 -5.7347
H -1.4106 1.2757 -5.7488
N 1.1453 -4.5700 -1.4085
C 0.4482 -3.7183 -0.6451
N 0.9070 -3.4966 0.6101
O -0.7324 -3.4465 -0.9652
H 0.6441 -4.9021 -2.2123
H 2.1104 -4.6845 -1.1541
H 0.2815 -3.5272 1.4041
H 1.9083 -3.4279 0.6897
N 1.0551 4.8271 -2.9132
C 0.3434 4.9889 -1.7604
N -0.0688 6.2818 -1.6253
O 0.1694 4.1075 -0.9206
H 1.8160 4.1758 -2.8059
H 1.0166 5.5582 -3.5948
H 0.3548 7.0086 -2.1684
H -0.5993 6.5907 -0.8261
N 0.5963 -1.3499 3.3416
C -0.2964 -0.9284 4.2593
N -1.5356 -1.4350 4.0048
O 0.0136 -0.1641 5.1966
H 1.4615 -0.8382 3.2913
H 0.2627 -1.8813 2.5601
H -1.6588 -2.2342 3.3811
H -2.1866 -0.9731 4.6218
N 0.5596 -1.6299 -3.7084
C 1.8869 -1.9509 -3.7472
N 2.0555 -3.1592 -4.3695
O 2.7953 -1.1620 -3.5255
H -0.1421 -2.2878 -3.9758
H 0.2714 -0.8152 -3.1930
H 2.8536 -3.7135 -4.0953
H 1.2400 -3.7355 -4.4734
N 3.7854 -0.9524 1.7922
C 3.8355 -1.4826 0.5400
N 2.9667 -0.8491 -0.3105
O 4.5770 -2.3908 0.1720
H 3.0873 -0.2447 1.9422
H 4.2163 -1.4134 2.5723
H 2.4154 -0.0934 0.0858
H 3.0944 -1.0266 -1.2954
N -3.1663 -4.3094 -1.6891
C -3.0688 -5.6411 -1.5407
N -4.1229 -6.3099 -2.0784
O -2.0710 -6.2298 -1.1109
H -2.3678 -3.7288 -1.3961
H -3.7633 -4.0119 -2.4388
H -4.1552 -7.3131 -2.1040
H -4.8891 -5.8312 -2.5130
N 1.3780 2.1946 4.3396
C 0.6570 2.8558 3.3999
N -0.6071 2.3677 3.3644
O 1.1501 3.6799 2.6136
H 2.3070 2.4663 4.6088
H 1.0435 1.3119 4.7120
H -1.1379 2.7556 2.6015
H -0.8545 1.5097 3.8291
N -0.3957 6.1122 2.7771
C -1.6549 6.1236 2.3110
N -1.9646 4.9919 1.6219
O -2.4508 7.0691 2.3697
H -0.0931 5.1493 2.9279
H -0.0987 6.8097 3.4367
H -1.1721 4.4885 1.2438
H -2.8707 4.8405 1.2203

Force components x, y, z for each atom (eV/Å):
N -0.13 0.07 0.74
C 1.47 -1.64 -0.92
N 0.09 0.67 0.82
O -0.92 0.43 0.15
H 0.06 -0.07 -0.04
H 0.00 0.14 0.00
H -0.26 0.39 -0.59
H -0.21 -0.10 -0.05
N -0.20 0.56 -0.50
C 1.79 -1.49 1.13
N -0.07 0.56 -0.84
O -0.59 0.23 -0.28
H 0.11 -0.21 -0.31
H -0.39 0.30 0.02
H -0.29 -0.03 0.28
H 0.45 0.01 0.57
N 1.15 -0.66 0.67
C -0.90 1.72 -0.10
N 0.62 0.55 0.47
O -0.46 -0.22 0.40
H -0.72 -0.03 -0.63
H -0.29 -0.45 0.11
H -0.17 -0.39 0.41
H -0.23 0.10 -0.31
N -0.48 -0.29 0.00
C 0.70 0.47 0.56
N -0.74 -0.44 0.07
O 0.37 -0.19 -0.26
H 0.29 0.51 -0.32
H 0.30 0.11 0.35
H -0.08 0.30 -0.37
H 0.10 -0.36 -0.43
N 0.73 0.93 -0.02
C -3.48 -1.80 0.69
N 1.17 1.01 -0.35
O 1.45 0.45 0.21
H 0.57 -0.13 -0.20
H 0.11 -0.67 -0.63
H -0.15 0.08 -0.29
H 0.03 -0.17 0.62
N -0.22 -1.11 0.34
C 0.12 1.20 0.60
N -0.75 0.00 0.39
O -0.20 0.43 -0.51
H -0.04 0.04 -0.72
H 0.56 -0.05 -0.16
H 0.08 0.00 -0.05
H 0.02 -0.33 0.07
N 0.90 0.14 0.22
C 0.28 -0.42 -0.26
N 0.26 1.48 1.43
O -0.83 -0.38 -0.93
H -0.03 -0.33 -0.16
H 0.20 0.23 -0.30
H -0.26 0.30 0.28
H -0.64 -0.88 -0.24
N -0.05 0.73 0.58
C -0.20 1.00 -1.47
N 0.72 -1.26 0.03
O -0.44 -0.68 0.87
H -0.21 -0.15 0.24
H 0.09 0.04 -0.15
H 0.22 0.38 -0.16
H -0.12 -0.04 0.06
N -0.10 0.00 0.60
C -0.03 0.14 -1.58
N 0.75 -0.62 0.66
O -0.28 -0.08 0.64
H 0.18 0.07 0.30
H 0.06 -0.03 -0.10
H -0.13 -0.23 -0.93
H -0.12 0.33 -0.07
N -0.19 1.29 0.25
C 1.95 -1.19 -0.68
N -1.04 -0.69 -0.14
O -1.05 0.38 0.37
H -0.30 -0.63 -0.49
H 0.03 0.44 0.09
H 0.34 0.08 0.12
H -0.05 0.07 0.11
N 0.89 -0.02 0.45
C 1.18 -1.71 0.08
N -0.38 1.24 -1.03
O -1.41 0.12 0.74
H -0.04 0.27 -0.41
H -0.26 0.14 0.30
H -0.45 -0.49 0.14
H -0.06 0.18 0.07
N 0.53 -0.87 0.47
C -1.99 2.28 -0.63
N 0.54 -1.44 -0.30
O 0.70 -0.70 0.37
H 0.87 0.65 0.03
H -0.22 0.06 -0.04
H -0.26 -0.07 -0.20
H 0.02 0.42 -0.02

Löwdin population analysis, charges in e, atoms 1 to 6: N 0.171; C -0.611; N 0.194; O -0.043; H 0.100; H 0.114

***

[2]
Formula: C12H48O12
Source: the Open Molecules 2025 dataset
Level of theory: wB97M-V/def2-TZVPD

Properties
* SMILES: CO.CO.CO.CO.CO.CO.CO.CO.CO.CO.CO.CO
* LUMO level: -0.06 eV
* E: -1388.6555 hartree
* molecular weight: 384.50 g/mol
* HOMO energy: -9.331 eV
* HOMO-LUMO gap: 9.27 eV
* ΔE to the lowest compared entry with this formula, charge and spin: 508.6 kJ/mol

Geometry (Å):
C 0.8282 1.6531 -4.3109
O 0.9369 2.9367 -4.9075
H 0.0722 1.0241 -4.7925
H 1.7658 1.0905 -4.3720
H 0.5378 1.6959 -3.2634
H 1.2388 2.8032 -5.8085
C -0.2283 4.3427 -1.6774
O -0.6084 4.3181 -3.0358
H -0.2786 3.3535 -1.2058
H 0.7934 4.7232 -1.5425
H -0.8831 5.0243 -1.1363
H 0.0867 3.8642 -3.5450
C 1.8589 0.7417 3.1773
O 2.4117 0.1436 1.9999
H 2.6449 1.0751 3.8586
H 1.2369 1.6179 2.9800
H 1.2521 -0.0117 3.6731
H 3.0060 0.7826 1.5898
C 3.1309 -2.1909 -0.8415
O 4.4566 -2.0365 -1.2907
H 2.9970 -1.7202 0.1339
H 2.3916 -1.7460 -1.5148
H 2.8877 -3.2477 -0.6772
H 4.5210 -2.1485 -2.2396
C 0.8659 -2.0650 -4.4030
O -0.2041 -1.5957 -3.6070
H 0.5312 -2.7683 -5.1708
H 1.2472 -1.2394 -5.0125
H 1.7215 -2.4211 -3.8266
H -0.4957 -2.3584 -3.0780
C -1.2471 3.4790 2.1244
O -0.4634 3.6680 0.9516
H -2.2943 3.5389 1.8214
H -1.1157 2.4810 2.5494
H -1.0978 4.3139 2.8143
H 0.4658 3.6252 1.1928
C -0.7869 -3.8450 -0.5196
O -1.2281 -3.5950 -1.8425
H 0.2959 -3.7607 -0.4427
H -1.2557 -3.1042 0.1296
H -0.9985 -4.8621 -0.1726
H -2.1855 -3.5603 -1.8909
C -3.7726 2.3391 -0.9603
O -4.2861 2.6435 -2.2357
H -2.7000 2.5419 -0.8565
H -4.3233 2.9696 -0.2635
H -3.9039 1.3024 -0.6316
H -3.9480 2.0614 -2.9185
C -1.0997 -2.8481 3.2216
O -1.3653 -1.4822 2.8923
H -2.0365 -3.3758 3.4172
H -0.5119 -3.3367 2.4465
H -0.5608 -2.9108 4.1742
H -0.7119 -1.2665 2.2015
C 3.9787 -3.0380 3.1331
O 2.6320 -2.5365 3.0160
H 4.7064 -2.2245 3.1188
H 4.0344 -3.5701 4.0811
H 4.1979 -3.6848 2.2825
H 2.7255 -1.5934 2.8230
C -0.3480 0.2327 -0.2335
O 0.1451 -0.7751 0.6421
H -1.4350 0.2307 -0.1489
H 0.0619 1.2134 0.0195
H -0.1205 0.0148 -1.2830
H 1.0550 -0.5826 0.9216
C -3.7192 0.8099 3.2972
O -3.4371 0.2185 2.0440
H -3.1108 1.7155 3.4310
H -4.7332 1.2147 3.2939
H -3.5545 0.0653 4.0766
H -2.6698 -0.3678 2.1295

Force components x, y, z for each atom (eV/Å):
C -0.02 -1.08 -0.27
O 0.09 -0.27 0.32
H -0.08 0.19 -0.08
H 0.10 0.18 0.09
H 0.06 0.52 0.00
H -0.04 0.20 -0.06
C 0.22 -0.03 -0.09
O 0.33 -0.15 -0.15
H -0.13 0.19 -0.23
H 0.04 0.01 -0.04
H -0.12 -0.19 -0.10
H -0.47 0.46 0.03
C 0.00 0.27 0.43
O 0.07 0.40 0.07
H 0.08 -0.20 0.00
H -0.10 -0.14 -0.33
H -0.02 -0.02 -0.04
H 0.03 -0.16 -0.05
C -0.59 -0.35 0.10
O 0.42 0.34 0.32
H 0.35 0.14 -0.06
H 0.04 -0.06 -0.04
H -0.06 0.02 -0.20
H -0.21 -0.09 -0.08
C 0.01 0.75 -0.85
O 0.35 -0.33 0.04
H 0.07 -0.49 0.36
H -0.09 0.23 0.28
H -0.13 -0.37 0.09
H -0.17 0.25 0.17
C -0.48 0.30 -0.42
O -0.01 -0.21 0.47
H 0.08 -0.06 -0.16
H 0.21 0.17 0.28
H 0.19 -0.35 0.34
H 0.03 0.07 0.05
C -0.31 0.04 0.58
O 0.51 -0.23 -0.67
H -0.02 0.39 -0.38
H 0.23 -0.17 0.32
H -0.36 0.05 -0.16
H -0.06 -0.06 0.24
C 0.29 -0.22 0.41
O -0.32 0.10 -0.20
H -0.03 0.26 -0.15
H 0.11 0.01 0.06
H -0.27 -0.04 -0.23
H 0.25 -0.11 0.16
C -0.24 0.10 0.83
O 0.47 -0.40 -0.21
H -0.05 0.05 -0.43
H -0.09 -0.10 0.00
H 0.24 0.09 -0.21
H -0.19 0.32 -0.12
C -0.69 0.23 -0.10
O 0.61 0.27 0.00
H 0.01 -0.01 0.12
H 0.27 -0.16 -0.11
H 0.04 -0.19 0.14
H -0.23 -0.26 -0.18
C -0.02 -0.03 -0.26
O 0.16 -0.36 0.21
H 0.04 0.24 0.16
H -0.23 0.04 0.05
H 0.17 -0.12 0.09
H -0.19 0.15 -0.18
C 0.34 0.31 -0.48
O -0.22 0.19 -0.54
H 0.28 -0.30 0.36
H -0.18 -0.55 -0.01
H -0.15 0.36 0.33
H -0.22 -0.03 0.37

Löwdin population analysis, charges in e, atoms 1 to 6: C -0.145; O -0.117; H 0.082; H 0.078; H 0.071; H 0.092

***

[3]
Formula: C12H49BeFeN24O13
Source: the Open Molecules 2025 dataset
Level of theory: wB97M-V/def2-TZVPD

Properties
* multiplicity: 5
* LUMO level (alpha / beta): -9.86 / -9.88 eV
* <S²>: 6.01
* E: -4056.8356 hartree
* molecular weight: 802.54 g/mol
* HOMO energy (alpha / beta): -15.073 / -13.754 eV
* HOMO-LUMO gap (alpha / beta): 5.22 / 3.87 eV
* charge: +3

Geometry (Å):
Be -2.8467 0.1575 -1.7611
Fe 0.7373 -0.1848 0.2485
O -0.4454 -0.1564 -1.2586
H -0.2063 -0.3027 -2.1945
C -1.1103 1.3938 -4.5669
O -1.9618 1.6771 -3.7760
N 0.1130 1.0995 -4.2802
N -1.1969 1.5601 -5.8416
H 0.4309 0.9183 -3.3388
H 0.8797 1.2030 -4.9295
H -1.9439 2.0273 -6.3354
H -0.4114 1.2960 -6.4189
C -0.8016 -1.2685 5.7744
O -0.5565 -1.0362 4.5953
N -1.3394 -0.3324 6.5432
N -0.5719 -2.3207 6.3641
H -1.3559 -0.5009 7.5389
H -1.5569 0.6047 6.2354
H -1.0075 -2.4047 7.2714
H 0.0845 -2.9728 5.9592
C -3.6174 -0.6160 1.8778
O -3.1086 -0.2241 0.8248
N -4.9035 -1.0885 1.9445
N -3.0554 -0.6725 3.0721
H -5.5853 -0.8240 1.2478
H -5.1287 -1.4306 2.8677
H -2.0838 -0.4092 3.1537
H -3.5777 -0.7964 3.9277
C -1.3403 3.6156 -1.3045
O -2.2268 2.7276 -1.2334
N -0.9983 4.0698 -2.4248
N -0.7802 4.1813 -0.3311
H -0.9464 5.0771 -2.4772
H -1.4726 3.5368 -3.1397
H -1.1521 4.0273 0.5952
H -0.0041 4.8247 -0.3931
C -0.8365 1.8255 2.3654
O -0.1052 1.2252 1.5531
N -2.0372 2.3312 2.0978
N -0.5065 2.0268 3.6332
H -2.3862 2.0456 1.1940
H -2.6448 2.8431 2.7215
H -1.1642 2.3008 4.3491
H 0.4009 1.7269 3.9600
C 2.8300 -1.8028 -1.3411
O 1.8282 -1.6049 -0.6810
N 3.6092 -2.7972 -0.9875
N 3.1672 -1.1983 -2.4673
H 4.4692 -2.9985 -1.4773
H 3.3573 -3.3013 -0.1493
H 2.4324 -0.7299 -2.9779
H 3.8726 -1.6316 -3.0460
C 1.9739 5.5384 2.1206
O 1.4207 6.5873 1.8019
N 3.1804 5.2517 1.7550
N 1.5233 4.5819 2.8438
H 3.7665 5.9543 1.3274
H 3.5645 4.4863 2.2903
H 0.6814 4.6716 3.3945
H 2.1740 3.8102 2.8777
C 2.6289 2.4975 -0.7795
O 2.0320 1.5533 -0.3085
N 3.8802 2.4920 -0.8653
N 2.1023 3.3847 -1.5648
H 4.3075 1.6442 -0.5209
H 4.3761 3.3673 -0.9558
H 2.7562 3.9594 -2.0769
H 1.1105 3.5298 -1.6893
C 0.3356 -4.0570 -3.1580
O 0.0062 -4.3152 -1.9712
N 0.7622 -2.8904 -3.6023
N 0.2931 -5.0612 -3.9946
H 1.2561 -2.7707 -4.4751
H 0.7523 -2.1948 -2.8701
H 0.1077 -5.9766 -3.6100
H 0.3485 -5.0685 -5.0030
C 2.3188 -1.3791 2.6502
O 1.8172 -0.5343 2.0070
N 1.9478 -1.9902 3.7167
N 3.4435 -1.9075 2.3397
H 2.5976 -2.6958 4.0328
H 1.0381 -1.8622 4.1364
H 3.9287 -1.5752 1.5186
H 4.0271 -2.4326 2.9752
C -0.8962 -2.8778 1.4539
O -0.5210 -1.7916 1.0359
N -0.6737 -3.2214 2.6891
N -1.1584 -3.9392 0.7035
H -1.1511 -3.9802 3.1544
H -0.3658 -2.5276 3.3554
H -0.9342 -3.8560 -0.2777
H -1.1564 -4.8276 1.1840
C -2.4616 -1.9782 -4.5193
O -2.2261 -1.7092 -3.4177
N -1.8976 -1.3287 -5.5246
N -3.3670 -2.7667 -4.9661
H -2.1254 -1.6820 -6.4430
H -1.2402 -0.5881 -5.3259
H -3.9603 -3.2393 -4.2992
H -3.5618 -3.0020 -5.9288

Force components x, y, z for each atom (eV/Å):
Be 4.29 0.31 0.74
Fe -0.20 0.49 1.28
O -3.01 0.65 -2.51
H -0.29 -0.25 0.95
C 0.30 1.79 -0.55
O -3.43 -0.62 2.90
N 5.23 -2.20 2.59
N -1.04 0.60 -5.18
H -0.45 0.43 0.12
H -0.37 0.05 -0.02
H -0.19 -0.19 0.46
H -0.31 0.25 -0.10
C -1.11 6.27 -3.22
O 0.62 0.10 -1.71
N -1.37 1.87 1.74
N 1.51 -6.99 3.51
H -0.14 0.48 -0.13
H 0.15 -0.50 -0.12
H 0.71 -0.96 0.00
H -0.46 -0.34 0.53
C -2.93 -0.77 -0.57
O 0.78 0.74 -1.41
N 0.57 0.12 -0.13
N 2.10 0.62 0.78
H 0.04 -0.25 0.39
H -0.95 0.00 -0.61
H 0.12 -0.27 0.20
H 0.12 0.01 -0.36
C -4.09 -3.85 1.37
O -0.42 -1.22 1.17
N 1.66 1.87 -6.54
N 1.86 1.91 5.93
H 0.17 -0.10 -0.58
H 0.01 0.58 -0.60
H 0.23 -0.08 -0.01
H -0.25 0.05 -0.08
C 0.66 -0.85 -0.47
O -1.30 1.28 0.82
N -1.32 0.18 -2.06
N 1.72 0.08 2.30
H -0.37 0.21 -0.07
H 0.39 -0.21 -0.01
H 0.09 0.06 -0.44
H -0.22 -0.18 -0.15
C -0.27 -1.37 0.35
O -1.07 0.61 0.20
N 1.91 -1.46 0.74
N 0.28 1.57 -2.08
H -0.17 -0.23 0.29
H 0.17 -0.02 -0.20
H 0.30 0.13 0.27
H -0.10 0.16 0.02
C -1.50 4.96 -1.53
O -0.67 -0.33 0.05
N 4.65 -1.05 -1.80
N -2.65 -3.53 2.74
H -0.08 -0.19 0.25
H 1.13 0.64 -0.59
H 0.34 -0.27 -0.17
H -1.24 -0.39 0.87
C -3.61 -1.86 -1.06
O -1.75 -1.83 1.57
N 7.11 -0.17 0.92
N -2.16 3.42 -1.87
H 0.50 0.57 0.16
H 0.44 -0.50 0.02
H -0.63 0.14 -0.09
H 0.28 -0.13 0.07
C -1.00 -2.05 3.27
O 0.49 1.48 -1.05
N 0.31 2.18 -0.05
N -0.11 -2.77 -2.51
H -0.17 -0.06 0.33
H 0.13 0.11 -0.30
H -0.09 0.32 0.18
H 0.21 0.55 0.22
C 0.92 -1.66 1.11
O -2.73 3.95 -2.36
N -2.62 -1.37 4.41
N 6.57 -1.53 -3.53
H -0.94 0.07 0.42
H 0.26 0.44 0.16
H -0.05 0.12 0.21
H -0.19 0.16 -0.24
C 2.30 -0.63 -1.61
O -0.63 1.35 -0.57
N -0.10 -0.45 5.04
N -1.37 -0.47 -1.30
H -0.02 -0.11 -0.47
H -0.61 0.27 -0.46
H -0.05 -0.43 -0.29
H 0.03 0.07 -0.69
C -0.22 1.22 -6.12
O 0.94 2.31 9.13
N 1.65 0.78 -1.71
N -4.03 -4.14 0.06
H 0.63 0.83 -0.11
H -0.17 -0.75 -0.56
H 0.17 -0.12 -0.07
H 0.26 0.28 0.22

Löwdin population analysis, charges in e, atoms 1 to 6: Be 1.197; Fe 0.757; O -0.316; H -0.056; C -0.819; O 0.037

***

[4]
Formula: C12H4Cl5S2Sc
Source: the Open Molecules 2025 dataset
Level of theory: wB97M-V/def2-TZVPD

Properties
* LUMO level: -0.80 eV
* E: -4317.8072 hartree
* molecular weight: 434.52 g/mol
* HOMO energy: -8.301 eV
* HOMO-LUMO gap: 7.50 eV
* ΔE to the lowest compared entry with this formula, charge and spin: 0.0 kJ/mol

Geometry (Å):
Sc -1.8906 0.4836 -0.7824
Cl -2.4845 3.0658 0.1694
C -0.7273 3.0641 -0.0267
C -0.2101 1.9177 -0.6055
C 1.1762 1.8882 -0.7409
Cl 1.8508 0.4432 -1.4018
C 1.9851 2.9504 -0.3530
Cl 3.6875 2.8782 -0.5466
C 1.3971 4.0906 0.2079
Cl 2.3722 5.4151 0.6871
C 0.0131 4.1623 0.3853
Cl -0.7248 5.5411 1.0831
S -2.0878 -1.5044 -2.0814
C -1.1988 -2.3225 -0.7721
C -0.3751 -3.3868 -1.1578
C 0.3147 -4.1252 -0.2224
C 0.2284 -3.7931 1.1269
C -0.5446 -2.7240 1.5231
C -1.2831 -1.9832 0.5915
S -2.2853 -0.6681 1.2374
H -0.3018 -3.6212 -2.2110
H 0.9233 -4.9607 -0.5408
H 0.7681 -4.3702 1.8654
H -0.6030 -2.4409 2.5652

Force components x, y, z for each atom (eV/Å):
Sc 0.04 -0.22 0.37
Cl -0.27 -0.09 -0.07
C 0.27 -0.28 -0.27
C 0.36 0.43 0.25
C -0.52 -0.05 0.00
Cl 0.24 -0.09 -0.07
C -0.05 0.03 0.02
Cl 0.06 -0.04 -0.02
C -0.14 -0.01 0.00
Cl 0.07 0.05 0.02
C 0.17 -0.18 -0.07
Cl -0.08 0.06 0.03
S -0.13 0.20 -0.15
C -0.04 0.10 0.03
C 0.07 0.03 0.06
C 0.03 -0.03 -0.04
C 0.01 0.01 0.05
C 0.08 0.00 -0.08
C 0.01 -0.05 -0.15
S -0.18 0.21 0.04
H -0.01 -0.04 -0.01
H 0.02 -0.01 0.00
H 0.02 0.00 0.02
H -0.01 -0.02 0.02

Löwdin population analysis, charges in e, atoms 1 to 6: Sc 0.580; Cl 0.681; C -0.680; C -0.301; C -0.710; Cl 0.700